Here is a single C2H6N4O2 molecule at a distorted geometry from OMol25. Energies are from the ωB97M-V functional and the def2-TZVPD basis.

Output
Frontier orbital gap (spin up / spin down) ... 8.70 / 8.70 eV
2S+1 ... 1
SMILES ... [H]/N=C(\N)N(O)/C=[NH+]/[O-]
Total energy ... -449.1519 a.u.
HOMO energy (spin up / spin down) ... -8.137 / -8.137 eV

Geometry as XYZ:
```
14
Properties=species:S:1:pos:R:3:lowdin_charge:R:1
O -2.05 -0.06 -0.68 0.0168
O -0.04 3.22 -2.24 -0.0844
N -0.78 -1.35 1.14 0.0868
N -0.68 0.15 -0.61 -0.1090
N 1.29 -0.51 0.39 0.1494
N -0.59 2.22 -1.78 -0.1857
C -0.17 1.40 -0.89 -0.0854
C -0.04 -0.63 0.32 -0.5235
H -1.54 1.82 -2.16 0.2100
H 0.81 1.61 -0.37 0.1617
H -2.14 -0.57 0.16 0.0768
H 1.87 -1.18 0.77 0.0833
H 1.66 0.03 -0.44 0.1245
H -0.27 -2.08 1.72 0.0786
```

Here is a gas-phase ion, C3H5N2 (charge +1) at a distorted geometry from OMol25. Energies are from the ωB97M-V functional and the def2-TZVPD basis.

Output
Frontier orbital gap (spin up / spin down) ... 7.86 / 7.86 eV
2S+1 ... 1
SMILES ... C1#[N+]CNC1
Net charge ... +1
Total energy ... -226.3757 a.u.
HOMO energy (spin up / spin down) ... -15.374 / -15.373 eV

Geometry as XYZ:
```
10
Properties=species:S:1:pos:R:3:lowdin_charge:R:1
N -0.04 0.43 -0.05 0.0234
N 0.24 -1.77 0.67 0.1735
C 0.39 -1.54 -0.49 0.2117
C -0.27 -0.53 1.17 -0.0807
C 0.60 -0.14 -1.18 -0.0382
H 0.24 -0.40 2.08 0.1148
H 1.62 -0.09 -1.07 0.1071
H -1.34 -0.72 1.55 0.1780
H -0.71 1.16 -0.15 0.1326
H 0.07 -0.17 -2.19 0.1778
```

- What is the 2S+1 in the first record?
  1